The following is a quantum chemistry calculation of a molecular structure, C21H15BrCaN6O3S4 at a distorted geometry, from the OMol25 dataset.

```
51
Properties=species:S:1:pos:R:3:forces:R:3
Ca 0.606180 -0.627594 1.364373 -1.498 1.652 2.029
S 1.050980 1.963106 2.103673 0.011 0.135 -0.265
C 0.841980 1.824306 3.818773 -0.586 -1.370 -0.136
C 1.304380 2.970206 4.471673 0.513 1.298 0.901
N 1.709980 3.956306 4.918273 -0.068 -0.148 0.108
C 0.288880 0.781706 4.536973 0.317 0.327 -1.538
S -0.372920 -0.704294 3.923873 -0.077 -0.060 0.057
C 0.195880 0.876506 5.928673 -0.037 0.253 1.562
N 0.090680 0.891706 7.079373 0.048 0.070 -0.064
C -3.651920 -0.677094 -3.621127 0.153 -0.037 0.114
C -2.301120 -0.991394 -3.041727 0.133 0.013 -0.191
C -2.036120 -2.259494 -2.528527 0.194 0.060 -0.057
C -0.786520 -2.571694 -2.020527 -0.016 -0.161 -0.023
C 0.203280 -1.605594 -2.014727 0.456 -0.085 0.120
C -0.045720 -0.336894 -2.498727 0.098 0.050 -0.092
C -1.295220 -0.033694 -3.018427 -0.023 -0.117 -0.044
S 1.863180 -2.034594 -1.492627 0.054 -0.068 -0.833
O 2.740280 -1.525494 -2.534627 -0.094 0.120 0.306
O 1.915780 -3.473194 -1.312327 -0.207 0.083 0.151
N 2.029380 -1.242394 -0.111127 -0.259 -0.431 -2.797
C 2.975080 -1.606594 0.751573 2.165 -0.838 0.565
C 4.138180 -2.331394 0.391673 -0.015 0.002 0.029
C 5.059680 -2.634394 1.359173 -0.017 0.046 0.078
C 4.842380 -2.218194 2.674173 -0.044 0.013 -0.010
C 3.682580 -1.516594 2.937173 0.357 -0.076 0.491
N 2.776680 -1.222694 2.020873 0.179 -0.142 -0.272
H -3.993920 -1.505694 -4.239427 -0.121 -0.022 -0.056
H -3.620020 0.225706 -4.226427 -0.011 0.069 -0.048
H -4.374820 -0.519694 -2.822227 -0.123 0.012 0.085
H -2.820120 -3.005294 -2.526827 -0.044 -0.073 0.004
H -0.556920 -3.550994 -1.625627 -0.056 -0.018 0.015
H 0.750480 0.393806 -2.486927 0.010 0.115 -0.023
H -1.493420 0.957806 -3.402727 -0.004 0.106 -0.019
H 4.263680 -2.624694 -0.638827 0.131 -0.038 -0.007
H 5.957780 -3.185894 1.104973 -0.010 -0.013 -0.038
H 5.549080 -2.441894 3.460273 -0.014 0.044 0.049
H 3.459280 -1.168594 3.939073 -0.051 -0.001 0.042
O -1.133020 -1.735794 0.725873 0.181 -1.314 -0.011
S -2.193820 -0.715994 0.378073 -2.603 0.431 -0.138
N -1.328120 0.615606 0.054473 1.037 0.953 -0.340
Br -3.380820 5.602306 -2.494127 -0.005 0.034 0.000
C -2.752320 4.038706 -1.616827 -0.492 -0.179 0.167
C -1.393020 3.902506 -1.288127 -0.343 -0.183 -0.060
C -0.960420 2.768406 -0.684027 0.564 0.210 0.048
N -1.819720 1.714506 -0.397827 0.017 -0.611 0.286
C -3.181120 1.919906 -0.603727 -0.222 -0.807 0.271
C -3.645020 3.048606 -1.212227 0.468 0.927 -0.514
H -0.688320 4.695106 -1.489027 0.069 -0.026 -0.006
H 0.059680 2.621006 -0.365227 -0.050 -0.073 0.024
H -3.823220 1.129906 -0.257727 -0.057 -0.057 0.079
H -4.707720 3.170106 -1.370627 -0.007 -0.074 -0.002
```
Forces are in eV/Å.

Orbital gap (alpha / beta) (Eh): 0.182 / 0.182
HOMO level (alpha / beta) (Eh): -0.04376 / -0.04323
Charge: -2
Energy (eV): -168928.3091

---

The following is a quantum chemistry calculation of 10 unconnected molecules or ions with the total composition C46H120N8O15 at a distorted geometry, from the OMol25 dataset.

```
189
Properties=species:S:1:pos:R:3:forces:R:3
C -2.809876 4.289067 0.552562 0.003 0.126 -1.213
C -2.442728 5.689228 1.015697 1.109 0.120 -0.406
C -3.523548 6.284806 1.886349 -0.290 -1.064 -0.817
O -3.125197 7.499417 2.410506 -0.155 1.195 0.579
C -4.231930 8.286714 2.819009 -0.794 -0.292 0.350
N -1.168609 5.643048 1.744096 0.301 0.098 0.448
H -2.660629 3.517639 1.299878 -0.172 0.057 0.288
H -2.178319 4.030644 -0.309800 0.123 -0.079 0.302
H -3.817268 4.260321 0.111387 0.023 -0.044 0.453
H -2.282119 6.300886 0.105171 -0.560 0.065 0.268
H -3.757247 5.538832 2.667877 -0.130 0.323 0.035
H -4.397632 6.421140 1.228130 -0.069 -0.117 0.261
H -4.972496 7.700358 3.408435 0.475 0.031 -0.276
H -4.799327 8.707310 1.967854 0.408 -0.130 0.092
H -3.916523 9.092440 3.479457 0.352 0.006 -0.229
H -0.958772 6.537871 2.186356 -0.305 -0.182 -0.116
H -0.383118 5.467642 1.122049 -0.281 -0.142 -0.012
C 4.272906 -0.229285 -6.301496 -0.591 -0.536 -1.120
C 5.483169 -1.086514 -6.088394 2.691 1.058 -0.872
C 5.411962 -2.154110 -5.001854 -0.456 -0.486 -1.827
O 5.734854 -1.623742 -3.771517 -1.616 0.010 0.453
C 7.003221 -1.947467 -3.419617 2.243 0.956 1.344
N 6.053515 -1.606971 -7.412444 -1.231 0.032 1.171
H 3.893370 0.199317 -5.384053 -0.076 -0.017 0.258
H 3.503127 -0.830163 -6.808972 -0.082 0.191 0.317
H 4.510906 0.584581 -6.995309 0.012 -0.008 0.181
H 6.275543 -0.371490 -5.760930 -0.404 -0.410 0.468
H 6.139830 -2.939526 -5.237431 -0.256 -0.165 -0.197
H 4.415838 -2.595203 -4.983881 -0.105 -0.114 0.146
H 7.164514 -1.373678 -2.503490 0.436 -0.188 0.045
H 7.745153 -1.591991 -4.153488 -0.060 -0.049 -0.016
H 7.246277 -2.997486 -3.202494 -0.581 -0.124 -0.180
H 6.894733 -2.125397 -7.183109 0.045 0.095 -0.163
H 6.327245 -0.789366 -7.951260 0.019 -0.223 0.002
C 6.317358 -2.676570 4.019838 1.252 1.022 0.551
C 4.913472 -2.534626 3.507299 -1.159 -0.781 -0.049
C 4.941959 -1.954315 2.109114 0.289 0.595 -0.117
O 5.938669 -2.610148 1.339945 -1.335 -1.297 1.200
C 6.319322 -1.875520 0.270106 0.217 1.580 -0.835
N 4.215534 -3.820582 3.641067 0.166 -1.382 -0.284
H 7.028957 -2.496422 3.209962 -0.011 -0.349 0.157
H 6.544279 -3.630579 4.483100 -0.197 -0.170 -0.044
H 6.549125 -1.896280 4.755857 -0.137 -0.183 0.060
H 4.346882 -1.827628 4.122599 0.079 0.082 -0.062
H 5.225324 -0.878147 2.179460 -0.149 -0.370 0.022
H 3.952138 -1.999408 1.620015 0.230 -0.117 0.048
H 7.029103 -2.465095 -0.288422 0.238 0.047 -0.397
H 6.767936 -0.935391 0.636926 0.354 -0.027 -0.330
H 5.476277 -1.542431 -0.357381 0.045 -0.352 -0.196
H 3.435298 -3.991758 3.012771 -0.163 0.932 0.131
H 4.804569 -4.636985 3.411833 0.116 0.933 0.299
C -2.410017 -4.362254 -2.382519 -0.666 0.283 0.996
C -1.925616 -3.346812 -3.397001 -0.918 -0.800 -0.920
O -0.586427 -3.021205 -3.247934 0.849 1.264 1.170
H -3.470443 -4.608769 -2.523366 0.146 0.064 -0.181
H -2.357744 -3.915152 -1.374386 0.107 -0.164 -0.220
H -1.861421 -5.302609 -2.348460 0.247 0.116 -0.289
H -2.592763 -2.470781 -3.398380 0.152 0.064 0.262
H -2.043599 -3.761872 -4.409544 0.136 0.011 0.164
H -0.509835 -2.466887 -2.411548 -0.198 -1.077 -0.913
C 4.765580 -7.814406 3.575341 1.076 -0.767 1.351
C 5.964575 -7.423948 2.716031 -0.860 0.555 -0.782
O 5.947845 -5.979579 2.492476 0.016 -1.203 0.205
H 3.781550 -7.465830 3.292348 0.063 0.399 -0.309
H 4.994838 -7.549399 4.622517 -0.433 0.407 -0.375
H 4.707067 -8.910516 3.658248 0.050 0.153 -0.416
H 5.877993 -7.949184 1.745164 0.251 0.283 0.308
H 6.896928 -7.713477 3.210896 -0.110 -0.014 -0.081
H 6.508925 -5.772942 1.739187 0.010 0.060 0.051
C -4.418964 -1.430484 1.316561 1.156 -1.360 2.240
O -5.334330 -0.649045 0.682193 -0.790 0.242 -0.993
C -6.155559 -0.034526 1.626224 -0.118 1.455 0.549
C -7.134997 0.910008 0.905808 -0.295 -0.054 0.521
N -8.516811 0.919787 1.482091 0.994 0.666 -0.660
C -9.178551 -0.365452 1.372645 0.521 -0.733 -1.284
C -9.018693 -1.244219 2.602334 -0.488 -0.060 0.347
O -10.088043 -2.198099 2.609691 0.742 0.976 -0.740
C -10.139860 -2.963437 3.773947 -0.838 0.344 0.368
H -3.655908 -1.864276 0.676268 -0.202 0.119 -0.511
H -4.917789 -2.251476 1.873909 0.131 -0.023 -0.391
H -3.886890 -0.902909 2.138810 -0.052 0.181 -0.450
H -5.503210 0.586182 2.275028 -0.176 -0.110 -0.104
H -6.638106 -0.710420 2.346461 0.103 -0.203 -0.635
H -7.178087 0.695769 -0.175349 0.229 -0.289 0.261
H -6.699372 1.905671 1.022623 -0.378 0.097 -0.190
H -9.006681 1.536081 0.833894 -0.079 0.085 0.555
H -8.797576 -0.890211 0.463309 -0.123 -0.097 0.475
H -10.223465 -0.192662 1.129156 -0.271 -0.098 0.547
H -9.019585 -0.573152 3.488858 -0.299 -0.367 -0.228
H -8.055716 -1.782949 2.632065 -0.405 0.025 -0.157
H -9.220583 -2.868897 4.344873 0.173 -0.395 0.126
H -10.388284 -3.979986 3.490783 0.288 -0.323 0.145
H -10.972840 -2.589001 4.386202 0.194 -0.103 0.200
C 2.646304 -4.891256 0.825215 1.247 -0.674 -1.540
O 1.760344 -3.985623 1.281486 -2.232 1.416 1.654
C 0.700850 -3.649441 0.424558 -0.410 0.831 0.727
C 1.049209 -2.432972 -0.407443 0.464 -0.004 -0.546
N -0.163041 -1.704617 -0.709793 -0.088 -0.623 0.192
C 0.080271 -0.469976 -1.394167 0.435 1.176 0.417
C -1.221234 0.137727 -1.796567 0.399 -0.065 -1.766
O -1.681254 0.754760 -0.679384 -0.334 0.675 2.008
C -3.023969 1.075462 -0.760324 -1.541 -0.265 0.596
H 3.555161 -4.337770 0.590655 0.606 -0.508 -0.104
H 2.251637 -5.322424 -0.096968 0.316 -0.478 -0.119
H 2.826621 -5.663331 1.561147 0.225 -0.288 0.169
H -0.144252 -3.311681 1.054805 0.254 -0.485 0.032
H 0.361000 -4.514511 -0.146692 0.032 0.019 -0.201
H 1.524734 -2.709192 -1.360834 0.005 0.054 0.204
H 1.755764 -1.796817 0.151092 0.038 -0.242 0.057
H -0.618083 -1.487827 0.176330 -0.182 -0.056 -0.272
H 0.788348 -0.579666 -2.210705 -0.049 -0.275 -0.173
H 0.478797 0.294946 -0.691719 0.405 -0.306 -0.362
H -1.954270 -0.603378 -2.146787 0.169 -0.112 -0.134
H -1.082393 0.887832 -2.585567 0.072 -0.096 -0.251
H -3.246427 1.845659 -1.497877 0.015 0.043 -0.101
H -3.388719 1.366479 0.226269 0.294 0.360 0.004
H -3.632399 0.183822 -0.970723 0.129 0.115 -0.414
C -1.165671 -6.004949 2.421143 0.383 -2.065 -0.370
O -1.598344 -4.786138 2.801945 0.174 3.024 0.595
C -0.770930 -4.255466 3.846408 -1.009 0.068 1.227
C -1.528537 -3.069084 4.538495 -1.036 -1.675 -0.552
N -1.694826 -1.866247 3.756411 -0.046 -0.083 -0.147
C -0.550608 -1.015302 3.902371 0.488 -0.777 0.663
C -0.585743 0.146280 3.012692 -0.941 1.325 -0.620
O 0.619232 0.797042 3.164212 1.090 0.454 -0.116
C 0.554719 2.100077 2.635654 0.689 -0.166 -0.445
H -0.083450 -6.090104 2.249878 0.030 0.281 -0.079
H -1.683570 -6.248209 1.501200 -0.075 -0.355 -0.166
H -1.410371 -6.733043 3.210138 0.015 -0.282 -0.212
H 0.239318 -3.991083 3.505518 -0.179 -0.084 -0.210
H -0.712466 -5.090284 4.577604 0.389 0.538 0.022
H -1.145936 -2.860947 5.536639 0.396 0.175 -0.167
H -2.544614 -3.453469 4.716822 0.212 -0.165 0.033
H -1.799857 -2.126376 2.777780 -0.101 -0.026 0.110
H 0.387805 -1.583914 3.787572 0.094 0.277 -0.110
H -0.545115 -0.584646 4.907495 0.062 -0.307 0.157
H -1.392269 0.832293 3.339462 -0.096 -0.288 -0.108
H -0.769567 -0.020025 1.939776 -0.097 -0.490 -0.024
H 0.031269 2.752800 3.333253 -0.090 0.280 -0.201
H 0.098317 2.096688 1.634367 -0.288 0.081 0.233
H 1.586680 2.411078 2.471784 -0.039 0.312 0.305
C 4.198535 1.668416 0.464234 -0.206 -0.995 0.956
O 4.595948 2.974522 0.679928 -1.242 0.253 0.525
C 5.646059 3.338558 -0.101824 2.233 -0.666 -0.829
C 5.874012 4.807141 0.055662 0.370 0.293 0.092
N 7.258424 5.139283 -0.363121 -1.062 -1.715 0.662
C 7.591537 6.489960 -0.115353 1.445 1.305 -0.507
C 7.286160 7.006661 1.260636 -0.742 -0.198 1.107
O 6.036741 7.663899 1.349890 0.136 0.212 0.223
C 6.058085 9.059682 1.135656 -0.807 -0.018 -0.027
H 3.505119 1.435343 1.273908 -0.353 -0.073 -0.300
H 5.026668 0.954125 0.627278 0.007 0.213 -0.444
H 3.739007 1.533166 -0.517616 0.021 -0.136 -0.052
H 5.585377 3.000551 -1.154321 -0.554 0.391 0.087
H 6.555109 2.773747 0.228954 -0.141 0.363 0.102
H 5.696755 5.036575 1.119859 -0.031 -0.008 -0.247
H 5.114970 5.367830 -0.496032 0.304 0.140 -0.187
H 7.843308 4.602394 0.288369 -0.140 -0.083 -0.535
H 7.163314 7.128008 -0.888513 -0.189 0.189 0.056
H 8.679423 6.559267 -0.237900 -0.025 0.082 -0.198
H 8.095134 7.607950 1.692778 -0.089 0.181 -0.211
H 7.147115 6.148878 1.936810 0.417 0.091 -0.102
H 5.570530 9.553893 1.983416 0.178 -0.032 0.021
H 5.430850 9.275918 0.261602 0.380 0.184 -0.062
H 7.065291 9.459568 1.025402 0.048 -0.004 -0.145
C -8.520110 0.544043 -4.370113 -1.608 -0.712 -0.459
O -7.188902 0.772387 -4.540396 2.553 -0.862 0.080
C -6.345317 -0.285741 -3.958216 -1.047 0.879 -0.630
C -4.940374 -0.016849 -4.403798 0.466 0.138 0.412
N -4.413320 1.256221 -3.873187 -0.740 -0.663 -0.620
C -3.169455 1.528108 -4.566731 -0.268 0.269 -0.568
C -2.672354 2.923981 -4.335313 1.055 0.352 -0.314
O -3.728399 3.810455 -4.563619 -0.095 0.289 -0.421
C -3.299784 5.142730 -4.699419 -0.781 0.839 0.947
H -8.866809 0.987680 -3.437335 -0.395 -0.086 0.129
H -8.772649 -0.533452 -4.421047 0.128 0.216 0.418
H -9.064596 0.942747 -5.234509 0.035 0.424 0.306
H -6.670738 -1.247734 -4.394406 -0.006 0.226 0.367
H -6.477981 -0.272436 -2.862878 0.175 -0.129 -0.298
H -4.917616 -0.020564 -5.511641 -0.025 -0.074 0.256
H -4.295938 -0.834845 -4.050818 -0.097 0.081 -0.102
H -5.110770 1.942406 -4.184050 0.500 0.057 0.332
H -3.318998 1.451518 -5.664422 0.062 -0.095 0.206
H -2.398166 0.801442 -4.314769 -0.039 -0.085 0.180
H -1.887011 3.104647 -5.097599 -0.075 -0.035 0.251
H -2.188622 3.132251 -3.366295 -0.311 -0.318 0.112
H -2.327948 5.265881 -5.179584 0.006 -0.231 -0.151
H -3.270210 5.639634 -3.705186 0.292 -0.284 -0.307
H -4.070430 5.693320 -5.245813 0.170 -0.188 -0.197
```
Forces are in eV/Å.

Orbital gap (Eh): 0.331
HOMO level (Eh): -0.31170
Structure (SMILES): COC[C@H](C)N.COC[C@H](C)N.COC[C@H](C)N.COCCNCCOC.COCCNCCOC.COCCNCCOC.COCCNCCOC.COCCNCCOC.CCO.CCO
Energy (eV): -92269.8572

---

Energy relative to the best compared isomer or geometry (same formula, charge and spin)? In order: 2.9329 1.7480 eV.